Below is a 2-piece molecular cluster, C2H3NOS overall at a distorted geometry, with properties calculated with wB97M-V/def2-TZVPD.

The value obtained for the HOMO energy is -9.1 eV. The calculation puts the calculated total energy at -606.001122 Ha.

Atoms and positions in Å:
S -0.23109 -1.87588 -1.03817
O -0.98725 -1.82277 -2.29686
N 0.36960 -0.13793 0.69854
C -0.33893 -0.45123 -0.32140
C 0.81500 0.98398 1.23366
H 1.65078 0.92789 1.95085
H 0.32680 1.90742 0.94208
H -1.60491 0.46851 -1.16870

The net atomic charges from Mulliken, expressed in e, are: 0.33, -0.47, -0.28, 0.00, -0.28, 0.26, 0.27, 0.17